(1)
Computed, not measured: a 11-piece molecular cluster, C23H61BN17O18 overall in a non-equilibrium geometry, with wB97M-V/def2-TZVPD.

Geometry as XYZ:
```
120
Properties=species:S:1:pos:R:3:forces:R:3
O -12.747020 15.100840 17.092540 -0.7 0.3 -3.8
C -12.806660 15.229050 15.834660 -0.5 -2.1 4.2
O -12.066660 15.978760 15.137060 0.2 1.2 -0.6
B -12.535190 15.967030 13.731540 1.8 0.2 -1.1
O -13.488080 14.818040 13.662690 0.8 0.9 -1.1
C -13.731750 14.406880 14.858360 -2.4 -1.2 2.2
O -14.620730 13.614000 15.180330 2.1 1.4 -0.3
O -11.290430 15.884800 12.876030 -1.2 -1.1 1.0
C -11.285620 16.872960 12.032270 1.0 0.9 -2.9
O -10.570110 16.995470 11.038080 -1.4 -0.3 2.8
C -12.484040 17.821550 12.378850 1.6 0.3 -2.1
O -13.142770 17.232090 13.328850 -1.5 -0.5 1.7
O -12.762600 18.814760 11.769460 -0.1 -0.3 0.8
C -13.871990 9.619280 20.102620 -1.1 2.0 0.0
C -15.245420 10.438630 19.993990 0.9 -3.8 1.4
C -15.381650 11.019640 18.546530 1.0 1.0 -1.8
O -14.194750 11.851990 18.359080 -3.1 -1.4 0.7
C -14.519000 13.127180 18.907930 0.9 0.9 0.6
N -16.356570 9.508660 20.309500 1.1 2.5 -1.6
H -13.795640 8.796930 19.391280 -0.5 -0.4 0.5
H -13.790490 9.426020 21.172260 0.3 -0.7 -0.3
H -13.055810 10.269790 19.788310 0.0 0.2 0.3
H -15.293470 11.268970 20.698490 0.0 0.0 -0.1
H -16.323500 11.562720 18.468480 0.3 0.6 0.2
H -15.467190 10.230470 17.799540 0.8 -0.1 0.1
H -13.657560 13.620160 19.358480 0.4 -0.4 -0.5
H -15.208590 13.023920 19.745730 -0.5 0.1 -0.4
H -14.847720 13.775350 18.095580 -0.3 0.0 -0.1
H -17.224240 10.008360 20.177000 -0.6 0.0 0.6
H -16.415630 8.677910 19.738130 0.5 -0.5 0.1
C -9.539210 13.374390 9.728270 0.8 1.3 0.1
C -9.757680 12.165450 10.579850 0.9 -0.3 0.4
C -10.388710 12.516600 11.946160 -1.3 0.5 -0.9
O -10.653240 11.445550 12.808440 1.3 -1.0 0.4
C -10.997330 11.881990 14.092110 0.3 -0.6 -0.2
N -10.518500 11.349530 9.670440 -0.5 -1.1 1.1
H -9.234860 13.113030 8.714780 0.1 -0.4 0.2
H -8.774200 14.051800 10.107700 -0.3 0.4 0.1
H -10.502020 13.862930 9.578460 0.0 0.4 0.2
H -8.826300 11.650030 10.814300 0.3 0.0 -0.1
H -11.409890 12.847900 11.757650 -0.1 0.8 -0.5
H -9.880960 13.321840 12.477060 0.5 0.1 -0.1
H -10.208320 12.409810 14.627790 0.5 0.3 -0.2
H -11.152100 10.963760 14.658680 -0.6 0.2 0.1
H -11.848230 12.559980 14.025710 -0.5 -0.1 0.3
H -11.341180 11.914620 9.515630 -0.6 -0.3 -0.7
H -10.826030 10.540900 10.191630 -0.3 -0.5 -0.1
C -14.381350 19.980680 5.789100 1.8 -0.1 2.0
C -13.875650 20.857140 7.051080 -0.5 1.2 -2.5
C -12.333280 20.785480 7.330520 -1.9 -1.9 -1.4
O -11.830540 21.549730 8.375200 0.0 0.9 -0.4
C -12.075460 21.064960 9.681070 0.5 -0.9 -0.1
N -14.151980 22.265590 6.569800 0.4 -0.7 1.3
H -15.450730 19.771910 5.758510 0.0 0.4 0.2
H -13.887370 19.020190 5.935860 0.0 -0.3 -0.4
H -14.017040 20.424010 4.862360 -0.1 0.1 0.1
H -14.419670 20.544390 7.942330 -0.1 0.1 0.0
H -11.809490 20.926040 6.385010 0.2 1.1 0.1
H -12.219300 19.705520 7.424280 0.4 -0.5 1.0
H -11.856880 21.842810 10.412690 -0.3 0.2 -0.2
H -11.351420 20.270840 9.863390 -0.1 -0.1 0.3
H -13.061380 20.614090 9.794080 -0.1 0.3 0.1
H -15.145300 22.388580 6.434530 -0.3 -0.1 -0.1
H -13.934430 22.820200 7.385370 0.1 0.7 0.0
C -13.783170 17.363950 8.403750 -1.2 4.7 3.6
O -14.530080 18.313990 8.731020 0.2 -0.9 -0.6
N -12.734360 17.046800 9.104410 2.6 -0.4 3.4
N -13.823110 16.658730 7.366240 -1.6 -3.3 -6.5
H -12.558630 17.620780 9.916670 0.2 -0.2 -0.3
H -12.004010 16.457030 8.731770 0.0 0.3 0.4
H -13.309260 15.789550 7.342000 -0.2 0.2 -0.4
H -14.307120 17.008660 6.551760 -0.2 -0.5 0.2
C -14.674730 10.918300 12.768000 2.1 0.4 -2.8
O -14.125520 10.238800 11.964520 1.0 -3.5 -2.4
N -14.708520 10.681120 14.021870 -0.6 -2.1 6.4
N -15.006650 12.129320 12.472700 -2.5 4.8 -0.8
H -15.360990 11.153340 14.631290 0.4 0.0 -0.2
H -14.178490 9.899920 14.380900 -0.3 0.1 -0.2
H -14.828480 12.812920 13.194530 -0.5 0.2 -0.3
H -15.007460 12.427470 11.507710 0.2 -0.3 0.3
C -9.272390 17.660700 8.081080 -0.3 -0.7 3.2
O -8.658060 16.678880 8.476360 0.1 0.2 0.6
N -9.470590 17.886390 6.836980 -0.4 0.5 -6.1
N -9.943570 18.585110 8.832030 0.9 -0.5 1.0
H -9.145080 17.200210 6.171160 0.0 0.2 0.2
H -10.160030 18.546590 6.506960 0.2 -0.2 0.1
H -10.046670 18.281220 9.789690 -0.3 0.8 0.0
H -10.291990 19.432400 8.406830 0.0 -0.3 0.5
C -16.419050 15.655830 11.952720 -2.4 -2.3 -2.0
O -16.322470 15.474300 10.788570 0.7 -1.8 -4.7
N -16.022310 16.662870 12.535790 4.1 7.4 4.3
N -17.111660 14.948920 12.788690 -3.9 -5.1 3.7
H -15.313830 17.258720 12.131920 -0.3 0.0 0.0
H -16.131350 16.573550 13.535910 0.5 1.3 0.2
H -17.722860 14.165370 12.608190 0.6 0.1 -1.1
H -17.281700 15.194670 13.753470 0.5 0.6 -0.2
C -16.016350 17.730750 16.139370 -0.1 -0.4 -0.3
O -16.596840 16.876830 15.534070 -1.6 -2.4 -2.0
N -16.527310 18.223460 17.247350 -1.1 1.6 3.7
N -14.873650 18.228190 15.721430 2.3 1.1 0.0
H -17.414190 17.897280 17.603910 0.2 -0.3 -0.6
H -15.962580 18.567540 18.010760 0.2 0.2 -0.4
H -14.414630 18.936560 16.276050 0.1 -0.1 -0.5
H -14.453050 17.876670 14.873120 0.0 0.2 0.1
C -13.614020 13.552280 9.410750 -0.1 0.8 -1.3
O -12.755130 12.972510 8.770680 0.2 -0.5 -0.3
N -14.754230 14.058250 8.941840 -1.3 -0.4 -1.5
N -13.495350 13.976460 10.656970 1.9 0.7 4.4
H -15.124950 13.753700 8.053060 0.0 0.2 0.3
H -15.200190 14.730300 9.549770 -0.8 0.0 -0.5
H -12.624200 13.958620 11.167730 0.1 -0.4 -0.7
H -14.221280 14.234530 11.310060 -0.4 0.1 -1.0
C -12.464810 17.078670 20.097040 -0.6 -1.7 5.5
O -12.532320 17.473570 21.244470 0.1 1.5 0.7
N -12.739780 17.614570 19.004560 -1.8 6.5 -6.5
N -12.308260 15.825500 19.821110 1.5 -6.6 0.0
H -12.717240 17.082480 18.146380 -0.1 0.4 0.1
H -13.082280 18.564130 18.971010 0.5 -0.1 0.0
H -12.361960 15.550980 18.850620 0.1 -0.5 0.5
H -12.518670 15.127030 20.519660 0.5 0.4 0.0
```
Forces are in eV/Å.

Computed properties:
* HOMO energy (alpha / beta): -7.93 / -7.93 eV
* 2S+1: 2
* LUMO level (alpha / beta): -1.5 / -7.2 eV
* gap between HOMO and LUMO (alpha / beta): 0.2360 / 0.0269 Ha


(2)
Computed, not measured: C23H61Li2N6O9 as an isolated structure in a non-equilibrium geometry, with wB97M-V/def2-TZVPD.

Geometry as XYZ:
```
101
Properties=species:S:1:pos:R:3:forces:R:3
Li -2.700307 3.477966 0.522568 -0.4 -1.3 -0.3
Li -4.948494 2.032212 2.226692 0.6 -1.2 -0.1
C -3.295530 -0.237614 -0.731190 -0.6 0.1 -0.4
C -3.179680 0.159571 0.747035 0.6 0.7 -1.1
C -1.761078 -0.055741 1.215558 0.6 -0.9 0.0
O -3.510406 1.521850 0.906317 -1.2 1.9 0.8
H -3.280826 -1.325582 -0.788210 -0.1 0.0 -0.4
H -2.594307 0.190322 -1.454403 0.8 -0.1 0.7
H -4.199317 0.152841 -1.217067 -0.6 -0.5 0.6
H -3.861115 -0.479337 1.323103 0.0 0.0 0.0
H -1.328353 -1.002979 0.879541 -0.3 -0.1 -0.1
H -1.674530 -0.091984 2.300556 0.1 0.5 0.2
H -1.096558 0.691552 0.777441 -0.1 0.2 0.3
C -3.350167 -2.166597 5.206883 -0.5 -1.0 -0.7
O -4.269300 -1.371921 4.975143 0.3 -0.1 0.6
N -2.329556 -2.335175 4.333189 -0.2 0.3 0.5
N -3.367370 -3.072001 6.222692 -0.6 0.4 0.8
H -1.589709 -2.972517 4.558463 0.3 0.2 -0.4
H -2.329101 -1.693050 3.565747 0.5 -0.1 -0.3
H -2.630190 -3.705482 6.468683 0.3 0.1 -0.4
H -4.090291 -3.013925 6.919645 -0.1 0.2 -0.2
C -0.064190 2.315239 5.114236 -1.5 -0.4 -0.6
O 0.307631 2.792776 4.049371 0.0 0.0 0.5
N -1.245830 1.611160 5.240504 0.3 0.1 0.1
N 0.585506 2.448414 6.289567 1.8 1.0 -0.1
H -1.846055 1.481419 4.448784 0.2 -0.2 -0.1
H -1.368881 1.058360 6.066831 -0.4 -0.1 -0.1
H 1.301308 3.160422 6.227958 0.1 -0.3 0.2
H 0.285154 2.221424 7.215842 -0.5 -0.2 -0.1
C -1.385825 -2.289962 -3.797374 -1.0 0.6 0.0
C -0.036973 -2.153317 -3.141897 0.7 0.1 0.0
C -0.335220 -1.928261 -1.626575 0.5 0.2 -0.4
C 0.828550 -2.204583 -0.692322 0.5 0.5 -1.1
C 1.412750 -3.581613 -1.005688 -0.2 0.3 1.0
C 1.824142 -3.800291 -2.456288 0.6 -0.1 -0.7
N 0.752397 -3.359730 -3.366066 -1.3 -1.0 1.6
O 0.893821 -3.713442 -4.725515 1.0 0.7 0.8
C 3.192632 -3.148152 -2.756891 -0.6 1.1 0.7
C 1.994888 -5.314799 -2.597452 0.4 -0.2 -0.2
C 0.679098 -0.922817 -3.755151 -0.3 0.3 0.3
H -1.290781 -2.315480 -4.880684 -0.2 -0.4 0.0
H -2.011926 -1.427267 -3.531078 0.4 0.4 -0.3
H -2.013097 -3.073339 -3.368169 0.5 -0.6 -0.4
H -0.576639 -0.863707 -1.607785 -0.4 -0.1 0.4
H -1.199727 -2.519435 -1.320812 -0.1 0.0 -0.1
H 0.608410 -1.978127 0.352787 -0.3 -0.6 0.1
H 1.585572 -1.435741 -0.903228 0.2 -0.2 -0.2
H 0.736753 -4.402271 -0.751991 -0.4 0.3 0.1
H 2.267932 -3.723708 -0.339887 0.2 -0.2 -0.3
H 3.531004 -3.440705 -3.748836 0.5 -0.1 0.2
H 3.142357 -2.055633 -2.698331 -0.3 0.0 -0.4
H 3.872801 -3.304687 -1.917782 0.4 -0.9 -0.5
H 1.015009 -5.781257 -2.511364 0.1 -0.2 -0.2
H 2.506153 -5.606540 -3.516344 -0.4 0.1 -0.3
H 2.664543 -5.708865 -1.828813 -0.2 0.2 0.3
H 1.740547 -0.888394 -3.516125 0.0 0.0 0.1
H 0.215248 -0.013146 -3.365660 0.1 0.1 -0.1
H 0.588654 -0.879592 -4.841442 -0.1 -0.2 0.0
H 1.708953 -3.231148 -4.949254 -0.2 -0.2 -0.7
C 4.795966 3.582104 1.076583 -1.8 0.4 1.0
C 4.363150 3.686879 -0.396512 0.8 0.1 -0.7
C 5.190557 2.647361 -1.181707 1.1 -1.0 0.5
C 4.602934 1.234921 -1.285990 -0.6 0.8 -0.7
C 3.161223 1.341436 -1.775439 0.7 -0.4 0.2
C 2.310849 2.192477 -0.840500 -1.6 0.1 0.0
N 2.899499 3.519887 -0.667288 1.3 0.1 0.0
O 2.168497 4.313088 0.250045 -0.2 -0.6 0.0
C 0.971154 2.434768 -1.558184 0.2 -1.0 -0.3
C 1.976177 1.441481 0.473280 0.6 0.3 0.1
C 4.713450 5.062326 -0.974785 -0.1 1.0 -0.4
H 5.827279 3.787700 1.349835 0.2 -0.1 -0.6
H 4.482933 2.635791 1.526966 0.4 -0.2 -0.2
H 4.206385 4.301919 1.657821 0.2 0.2 0.0
H 5.601284 2.992291 -2.132045 -0.8 0.2 -0.3
H 6.125275 2.495980 -0.629889 0.0 0.3 0.2
H 4.642380 0.710202 -0.330390 0.1 0.0 0.0
H 5.161636 0.671529 -2.033943 0.2 -0.1 0.2
H 2.763400 0.326866 -1.867969 -0.4 0.1 0.2
H 3.150569 1.728688 -2.797102 0.0 0.3 0.1
H 1.140030 2.894410 -2.531269 -0.1 0.4 0.2
H 0.556098 1.444788 -1.779151 -0.2 0.0 0.1
H 0.260659 2.972666 -0.937698 0.0 0.3 0.0
H 1.195436 1.922423 1.068384 0.0 0.2 -0.2
H 1.625709 0.429920 0.270147 0.2 0.0 0.0
H 2.862421 1.414714 1.110348 -0.1 -0.4 0.0
H 5.689016 5.471274 -0.702537 0.1 -0.4 0.3
H 3.997081 5.855194 -0.746100 -0.1 -0.3 0.5
H 4.696313 5.066902 -2.067469 0.0 -0.4 0.0
H 2.188301 3.804206 1.078196 -0.1 0.3 0.1
O -6.417529 -0.729813 0.238223 0.0 0.4 0.3
H -5.762215 -0.059357 0.468129 0.1 -0.2 -0.1
H -6.896602 -0.901754 1.055966 0.0 -0.1 -0.1
O -4.821508 3.145592 -1.136824 0.6 0.0 0.3
H -4.650794 2.253852 -0.783633 0.1 0.1 0.1
H -4.463913 3.127579 -2.033385 -0.2 0.0 0.0
O -5.651347 0.382963 3.495777 -0.4 0.1 -0.5
H -5.309396 -0.432431 3.945076 0.5 0.5 0.0
H -6.608449 0.263682 3.497911 0.0 0.1 0.1
O -6.067353 -2.445593 -1.962621 0.1 0.1 0.2
H -6.148820 -1.894400 -1.164919 0.0 -0.2 -0.3
H -6.008224 -1.820146 -2.690787 -0.1 -0.1 0.0
```
Forces are in eV/Å.

Computed properties:
* HOMO energy: -9.60 eV
* charge: +1
* LUMO level: -3.8 eV
* gap between HOMO and LUMO: 0.2131 Ha